The following is a DFT calculation (ωB97M-V with the def2-TZVPD basis set) of a molecular structure, C12H16BrNS at a distorted geometry.

Geometry (Å):
C1 0.094 3.832 -1.550
C2 -0.736 3.230 -2.597
C3 -1.473 1.993 -2.385
C4 -1.380 1.300 -1.080
C5 -2.203 -0.012 -0.928
C6 -1.623 -0.951 0.188
C7 -0.624 -2.051 -0.388
C8 0.456 -2.232 0.730
N1 1.689 -2.399 0.307
C9 2.656 -2.506 1.417
C10 2.018 -1.967 2.766
S1 0.191 -2.184 2.511
C11 -0.564 1.878 -0.022
C12 0.179 3.126 -0.263
H1 0.645 4.771 -1.765
H2 -0.824 3.704 -3.605
H3 -2.113 1.572 -3.199
H4 -3.278 0.217 -0.703
H5 -2.163 -0.556 -1.911
H6 -1.066 -0.349 0.946
H7 -2.451 -1.491 0.716
H8 -0.108 -1.586 -1.277
H9 -1.147 -3.004 -0.651
H10 1.952 -2.451 -0.675
H11 3.387 -1.675 1.190
H12 3.285 -3.425 1.511
H13 2.485 -2.405 3.677
H14 2.137 -0.855 2.797
H15 -0.481 1.343 1.049
H16 0.818 3.541 0.544
Br1 0.243 1.594 2.649

**Gap between HOMO and LUMO**: 5.59 eV
**Energy**: -95067.9310 eV
**Total charge**: 0
**LUMO level**: -0.9962 eV

Results of the natural (NBO) charge analysis, in e, for atoms 1 through 5: number 1, C, carries -0.237; number 2, C, carries -0.232; number 3, C, carries -0.242; number 4, C, carries -0.047; number 5, C, carries -0.429